No. 1
Below is one molecule with the formula C2H5N3S2 in a non-equilibrium geometry, with properties calculated with ωB97M-V/def2-TZVPD.

XYZ file:
```
12
Properties=species:S:1:pos:R:3:forces:R:3
C 0.9325 0.5863 0.5770 0.4177 0.8231 -1.7602
C -0.4920 -0.6339 -1.4570 0.4700 0.4077 1.3060
H 0.2762 0.2031 2.6477 0.5221 2.4922 -3.4040
H 1.6790 0.9590 2.4173 -2.0607 1.0345 -1.5161
H 2.8723 0.9415 0.1838 -2.6054 -1.0683 -0.9430
H 0.4639 -0.9472 -1.7699 1.7038 0.4720 0.0809
H -3.2126 -0.8324 -0.3202 0.4902 -0.3482 -2.1228
N 0.6971 1.0080 1.8995 3.3510 -3.3533 5.0622
N 1.8972 0.6448 -0.2760 2.0873 0.6974 3.0144
N -1.3404 -1.3187 -2.0483 -3.5737 -0.3073 -0.3475
S -0.6639 0.5301 -0.1064 -2.0126 -1.1086 -1.0713
S -3.1093 -1.1406 -1.7474 1.2102 0.2587 1.7012
```
Forces are in eV/Å.

Calculated values
* structure (SMILES): [H]/N=C(\N)S/C=N\S
* net charge: 0
* energy relative to the best compared isomer or geometry (same formula, charge and spin): 3.650 eV
* Kohn-Sham gap: 9.09 eV
* highest occupied orbital energy: -8.81 eV
* LUMO: 0.279 eV

No. 2
Below is C5H10NO as an isolated structure in a non-equilibrium geometry, with properties calculated with ωB97M-V/def2-TZVPD.

XYZ file:
```
17
Properties=species:S:1:pos:R:3:forces:R:3
C 0.2903 1.7461 -0.0773 -0.7693 -2.2279 -0.1954
C -0.7999 1.0700 -0.4342 1.4071 -0.9831 0.7567
C 1.5126 0.9949 0.3170 0.3183 -0.2099 -0.9865
C -0.6542 -0.3697 -0.5778 3.2252 0.1747 4.5998
C 1.1237 -0.4731 0.3243 -2.7930 2.1672 -4.7634
N -1.4630 -1.3030 0.3199 -2.7442 1.3478 0.7439
O 1.8149 -1.3512 -0.4075 1.2228 -1.6074 0.1586
H 0.1638 2.7435 0.0712 0.2567 2.9291 0.2664
H -1.7240 1.4895 -0.5461 -2.1968 1.5392 -0.5874
H 2.3601 1.0538 -0.3862 -0.3083 0.4743 0.1036
H 1.8540 1.4251 1.2539 0.1976 -0.4000 0.3216
H -0.6166 -0.7472 -1.5250 -0.0236 -1.3460 -2.3674
H 0.8164 -0.7748 1.2465 -0.3026 -1.6126 2.6014
H -1.7518 -0.9211 1.2334 0.6855 0.9944 -0.2029
H -0.9532 -2.0840 0.6444 0.9859 -1.6197 -0.3515
H -2.4316 -1.5997 0.0561 1.0124 -0.1260 -0.8563
H 1.9546 -1.1669 -1.3541 -0.1737 0.5059 0.7589
```
Forces are in eV/Å.

Calculated values
* net charge: +1
* energy relative to the best compared isomer or geometry (same formula, charge and spin): 3.242 eV
* Kohn-Sham gap: 9.79 eV
* highest occupied orbital energy: -13.41 eV
* LUMO: -3.622 eV

No. 3
Below is a 2-piece molecular cluster, C3H10NOS2 overall in a non-equilibrium geometry, with properties calculated with ωB97M-V/def2-TZVPD.

XYZ file:
```
17
Properties=species:S:1:pos:R:3:forces:R:3
C -0.6111 1.2262 -0.4772 3.4449 -3.8101 -2.6548
C -0.4729 -1.2334 -0.9353 -0.7703 1.1363 0.6141
C 1.1704 -0.4002 1.4084 0.3026 -4.3106 -2.0409
N -0.5644 -0.1638 -0.0025 -2.6608 1.1410 2.7155
O -0.4608 -2.3923 -0.1265 0.4881 -0.9435 -1.4884
S 0.7938 0.4977 2.7220 0.7534 1.3925 1.3896
S 2.4503 -0.3160 0.2581 0.8441 2.0343 1.0839
H -0.5101 1.8035 0.3794 -0.5401 1.7432 1.0657
H 0.4069 1.2401 -1.0699 -1.7474 0.8709 0.7250
H -1.4049 1.2510 -1.1906 -0.7415 1.3819 -0.2339
H 0.3974 -0.9778 -1.6182 -0.7625 -0.9313 0.5048
H -1.4348 -1.2176 -1.4015 -0.3509 -0.3801 -1.7173
H 0.8772 -1.4637 1.2618 -0.4725 0.9858 1.2358
H -1.3910 -0.2805 0.6885 1.7381 -0.3267 -1.7021
H -0.7772 -3.1070 -0.7266 0.4053 0.3685 0.9371
H 1.2967 1.6489 2.1988 -0.4017 0.0954 0.3376
H 2.6748 0.9990 0.5910 0.4712 -0.4475 -0.7716
```
Forces are in eV/Å.

Calculated values
* net charge: +1
* multiplicity: 3
* energy relative to the best compared isomer or geometry (same formula, charge and spin): 2.100 eV
* Kohn-Sham gap (spin up / spin down): 6.73 / 3.55 eV
* highest occupied orbital energy (spin up / spin down): -10.68 / -12.62 eV
* LUMO (spin up / spin down): -3.950 / -9.072 eV

- Among the records above, which one has the lowest net charge?
  C2H5N3S2